<one>
C5H11N as an isolated structure. Source: the OMol25 dataset; level of theory: the ωB97M-V functional and the def2-TZVPD basis.

Summary:
spin multiplicity	1
E_HOMO	-7.84	eV
Kohn-Sham gap	8.73	eV

Positions of all 17 atoms, in Å:
C 1.3756 -0.0974 -0.8823
N 1.4120 0.7582 0.7875
C 0.2778 0.4602 1.5533
C -0.1299 0.0795 0.1625
C -1.0583 1.0640 -0.5286
C -0.5948 -1.3748 0.0944
H 1.9036 -1.0275 -0.6642
H 0.7197 -0.2620 -1.7519
H 2.0770 0.6806 -1.1856
H -0.2799 1.3240 1.9455
H 0.2963 -0.3735 2.2817
H -2.0641 1.0169 -0.0884
H -1.1532 0.8311 -1.5977
H -0.6762 2.0836 -0.4245
H -1.5481 -1.4672 0.6323
H -0.7500 -1.6964 -0.9438
H 0.1250 -2.0497 0.5674

=====

<two>
A 2-piece molecular cluster, C5H11N overall. Source: the OMol25 dataset; level of theory: the ωB97M-V functional and the def2-TZVPD basis.

Summary:
spin multiplicity	1
E_HOMO	-6.86	eV
Kohn-Sham gap	7.81	eV

Positions of all 17 atoms, in Å:
C 0.0483 -1.7839 -1.2705
C 0.6878 1.0786 -1.3681
N 0.4316 0.8915 -0.1062
C 1.1670 0.5399 1.1033
C -0.2757 0.3863 0.8892
C -1.5548 0.6514 1.5811
H 1.1062 -1.7674 -1.5499
H -0.2227 -2.7757 -0.9130
H -0.5498 -1.5200 -2.1475
H 1.7196 1.0678 -1.6922
H -0.1333 1.1413 -2.0701
H 1.8372 -0.3205 0.9921
H 1.5772 1.3801 1.6713
H -0.1742 -1.1027 -0.4335
H -1.7722 -0.1692 2.2737
H -2.3879 0.7215 0.8750
H -1.5042 1.5812 2.1653

=====

<three>
A 2-piece molecular cluster, C5H11N overall. Source: the OMol25 dataset; level of theory: the ωB97M-V functional and the def2-TZVPD basis.

Summary:
spin multiplicity	1
structure (SMILES)	CCN1C=C1.C
E_HOMO	-8.30	eV
Kohn-Sham gap	9.47	eV

Positions of all 17 atoms, in Å:
C 1.8043 -0.9151 0.0631
C 1.5867 0.4738 -0.5189
N 0.1773 0.8772 -0.3656
C -0.0217 2.2130 0.2624
C -0.1976 1.2126 1.0361
H 2.7916 -1.3097 -0.1991
H 1.7272 -0.8887 1.1565
H 1.0440 -1.6068 -0.3146
H 2.2667 1.1973 -0.0394
H 1.7953 0.4657 -1.5947
H -0.0715 3.2461 -0.0398
H -0.5281 0.6873 1.9167
C -2.4740 -1.1220 -0.2773
H -1.8471 -0.3034 -0.6451
H -3.4156 -0.7466 0.1262
H -1.9362 -1.6526 0.5127
H -2.7012 -1.8279 -1.0791

=====

<four>
A 2-piece molecular cluster, C5H11N overall. Source: the OMol25 dataset; level of theory: the ωB97M-V functional and the def2-TZVPD basis.

Summary:
spin multiplicity	1
structure (SMILES)	C=CC.C=CN
E_HOMO	-8.69	eV
Kohn-Sham gap	9.80	eV

Positions of all 17 atoms, in Å:
C 1.1050 -1.2580 0.3005
C 1.8639 -0.2478 -0.0817
C 1.8748 0.2551 -1.4875
H 1.2009 -1.8072 1.2275
H 0.5075 -1.7100 -0.4849
H 2.5483 0.2145 0.6131
H 1.1141 1.0272 -1.6592
H 2.7841 0.7942 -1.7394
H 1.7029 -0.4893 -2.2537
C -2.1992 -0.7199 1.0298
C -2.1581 0.5519 0.6819
N -0.9831 1.3449 0.5175
H -1.3126 -1.3207 1.1717
H -3.0999 -1.3087 1.1293
H -3.1104 1.0752 0.6265
H -0.6047 1.3261 -0.4144
H -1.2334 2.2726 0.8231

=====

Which one sits at the bottom of the stability order? <one> does.